234
Properties=species:S:1:pos:R:3:forces:R:3 method="wB97M-V/def2-TZVPD" spin_multiplicity=1 gap_ha=0.3086 e_homo_ev=-8.25 smiles="CN(C)P(=O)(N(C)C)N(C)C.CN(C)P(=O)(N(C)C)N(C)C.CN(C)P(=O)(N(C)C)N(C)C.CN(C)P(=O)(N(C)C)N(C)C.CN(C)P(=O)(N(C)C)N(C)C.CN(C)P(=O)(N(C)C)N(C)C.OCCO.OCCO.OCCO.OCCO.OCCO.OCCO"
C -3.337110 -1.989338 -2.129204 1.343 2.906 0.845
N -4.390520 -2.558339 -2.864098 -0.508 -2.438 -0.709
C -4.340293 -4.008113 -2.717383 0.947 -1.429 0.068
P -5.930246 -2.068964 -2.583428 -0.637 0.881 0.549
O -6.407045 -2.257608 -1.207744 -0.410 -0.102 0.505
N -5.791128 -0.485745 -2.996308 0.187 1.890 -1.036
C -4.714145 0.204162 -3.716464 -0.325 -0.609 -0.386
C -6.816785 0.489088 -2.718497 -0.916 0.158 2.064
N -6.916209 -2.870906 -3.631478 0.632 0.746 0.247
C -6.693221 -2.874239 -5.039671 1.119 0.274 -0.617
C -7.873937 -3.820398 -3.184472 -0.998 -0.855 -0.991
H -2.831987 -2.652242 -1.450848 0.338 -0.719 -0.087
H -3.662685 -1.198776 -1.411301 -0.037 -0.174 -0.726
H -2.635298 -1.518641 -2.850856 0.037 -0.421 0.822
H -4.556302 -4.381735 -1.708836 -0.468 0.398 0.108
H -3.326360 -4.412653 -2.859173 -0.092 0.560 -0.426
H -4.966433 -4.535390 -3.418739 -0.378 -0.009 -0.263
H -5.116992 0.821114 -4.525995 -0.179 -0.352 -0.229
H -4.130656 0.925567 -3.144891 -0.037 -0.182 0.749
H -4.055577 -0.547221 -4.106301 0.472 -0.124 -0.469
H -7.470155 0.186395 -1.866966 0.424 -0.064 -0.681
H -6.327597 1.395428 -2.376449 0.214 0.257 0.273
H -7.455620 0.847242 -3.518266 -0.051 -0.564 -0.735
H -6.121110 -3.776058 -5.322521 0.176 0.319 -0.158
H -7.617867 -2.955212 -5.586153 -0.583 0.219 -0.146
H -6.162419 -1.944763 -5.363064 -0.322 -0.808 0.196
H -7.697204 -4.827986 -3.615936 0.275 0.249 0.392
H -8.842845 -3.533628 -3.603332 -0.248 0.003 0.226
H -7.935115 -3.854128 -2.120556 0.041 -0.057 0.661
C -1.481408 -1.434180 6.253003 0.828 -0.092 -0.284
N -2.311178 -0.788545 5.258826 -0.172 -1.329 -0.552
C -2.388245 0.631431 5.336665 -0.606 1.195 -0.819
P -3.445680 -1.738895 4.443134 0.665 -0.005 -0.670
O -3.264006 -3.191849 4.608122 0.297 -0.127 0.886
N -4.958999 -1.249862 4.807893 -1.608 0.768 -1.151
C -5.794194 -1.984044 5.742180 1.282 0.985 1.051
C -5.574238 -0.046699 4.206419 0.282 0.387 1.449
N -3.302779 -1.253874 2.873859 -0.883 0.834 -0.774
C -4.147331 -1.861825 1.825474 1.120 -1.245 0.054
C -2.063011 -0.966516 2.252519 2.186 0.667 -0.533
H -0.484087 -0.947931 6.310398 -0.390 -0.174 -0.245
H -1.336892 -2.489880 5.965303 -0.170 0.457 0.383
H -1.907593 -1.333043 7.245066 -0.186 -0.262 0.391
H -1.395002 1.096803 5.225678 -0.095 -0.218 0.180
H -2.841535 0.995028 6.275127 0.099 -0.075 -0.144
H -2.988237 1.044620 4.482283 0.449 -0.403 0.758
H -6.765086 -2.263052 5.422306 -0.990 -0.020 -1.006
H -5.275165 -2.906640 5.967243 0.100 -0.069 0.495
H -5.932443 -1.311326 6.615816 0.020 -0.753 0.020
H -4.843746 0.535175 3.646734 -0.050 -0.241 -0.031
H -6.421662 -0.246355 3.555950 -0.113 -0.368 -0.069
H -5.930252 0.609184 5.039409 0.082 -0.354 -0.533
H -3.683900 -2.866513 1.625084 -0.546 0.557 -0.119
H -5.160435 -2.043929 2.132617 -0.456 0.196 0.140
H -4.084198 -1.306179 0.865911 -0.262 -0.007 0.808
H -2.263283 -0.343891 1.376605 0.244 -0.025 0.085
H -1.571680 -1.871743 1.826443 -0.061 0.220 0.402
H -1.311434 -0.406424 2.871979 -0.843 -0.659 -0.287
C -0.324150 2.442373 1.853649 0.185 1.841 3.076
N -1.581478 3.123484 2.221791 -0.343 -0.882 -1.377
C -1.595057 3.812371 3.485094 -0.514 0.428 -0.718
P -2.217576 4.017470 0.971270 1.361 0.728 0.230
O -1.363830 5.183894 0.608794 -0.680 -0.143 -0.381
N -2.337912 2.910212 -0.253611 0.272 0.827 -0.902
C -3.160907 1.775033 0.065616 0.295 -0.180 -0.247
C -2.456083 3.513930 -1.626174 0.063 -0.787 1.485
N -3.702367 4.459597 1.538487 0.121 -1.747 0.928
C -4.463386 3.611879 2.440834 -0.550 0.176 0.320
C -4.301058 5.700247 1.310006 -0.783 2.034 -0.622
H -0.389086 1.876078 0.997072 -0.384 -1.543 -1.660
H -0.020692 1.891416 2.754620 -0.080 -0.431 -0.451
H 0.461346 3.178162 1.723133 0.368 0.367 -0.259
H -1.329620 4.848640 3.368814 0.500 0.662 0.084
H -0.895887 3.325585 4.110278 0.494 -0.425 1.074
H -2.608722 3.815066 3.857552 -0.014 -0.220 0.669
H -2.958462 1.432191 1.060112 0.258 -0.014 0.558
H -4.214053 1.961190 0.027670 -0.974 0.242 -0.365
H -2.884415 0.966375 -0.574028 -0.003 -0.712 -0.660
H -3.471867 3.856348 -1.777161 -0.311 0.436 -0.191
H -1.726566 4.314818 -1.643918 -0.114 0.242 -0.286
H -2.246544 2.791342 -2.410089 0.229 -0.313 0.093
H -5.394300 3.320930 1.953115 -0.297 0.078 0.075
H -3.944400 2.677597 2.654699 0.099 0.241 0.194
H -4.721427 4.176937 3.383291 0.284 -0.629 -0.761
H -4.260817 6.372550 2.183933 -0.113 -0.235 0.006
H -5.365937 5.630957 0.985997 0.586 -0.172 0.211
H -3.756292 6.211898 0.526687 0.049 0.227 -0.214
C 1.820532 -2.525326 3.865620 -0.074 1.514 -0.235
N 2.109698 -3.721813 4.585531 0.011 -1.187 0.935
C 1.899264 -3.629631 6.044950 1.740 -0.588 -0.434
P 1.950050 -5.272047 3.990820 0.877 -0.397 2.139
O 2.565048 -6.304530 4.877953 0.044 0.836 -0.348
N 0.392239 -5.721854 3.779557 1.163 -0.753 0.174
C -0.491158 -4.995587 2.961787 -1.255 0.521 -0.345
C -0.116344 -6.981321 4.267022 -0.248 -1.327 0.298
N 2.543988 -5.081029 2.496683 0.329 -0.370 -1.473
C 2.385904 -6.326955 1.756141 -0.398 -0.217 -0.485
C 3.789656 -4.440368 2.184616 0.850 1.687 0.308
H 1.469262 -2.755370 2.850148 0.246 0.307 0.215
H 2.670931 -1.750555 3.812367 -0.760 -1.268 0.036
H 1.015123 -2.025222 4.427360 -0.104 0.187 -0.485
H 2.339803 -4.540893 6.502924 -0.242 0.600 -0.235
H 0.848867 -3.614108 6.315305 -0.225 0.550 0.115
H 2.522519 -2.767373 6.354767 -0.811 -0.237 0.358
H -0.401692 -3.932915 3.179903 -0.444 0.141 0.060
H -0.348448 -5.083738 1.863546 -0.033 -0.371 0.352
H -1.464916 -5.400987 3.286039 -0.147 0.937 -0.748
H -1.017368 -6.743132 4.861890 0.301 -0.374 0.020
H -0.478588 -7.651041 3.420133 0.603 0.651 0.792
H 0.645770 -7.533274 4.901675 -0.981 0.851 -0.916
H 3.088668 -6.340524 0.913808 -0.460 -0.094 0.145
H 2.530109 -7.197118 2.385936 0.549 -0.280 0.181
H 1.353332 -6.412294 1.445810 -0.201 -0.012 -0.670
H 4.116173 -3.775377 3.010991 -0.410 -0.140 -0.581
H 3.767799 -3.865630 1.226449 -0.314 -0.234 0.689
H 4.607003 -5.128860 2.073380 0.355 -0.727 0.008
C 2.883646 1.175587 1.980055 1.045 0.375 2.353
N 3.633812 0.934821 3.271316 -1.796 0.442 -1.406
C 2.844599 1.215466 4.416199 0.122 1.141 1.848
P 5.201623 0.665229 3.311656 3.259 -0.528 -0.435
O 5.643268 -0.046157 2.078455 -0.173 0.371 -0.168
N 6.018027 2.096253 3.690824 -0.989 -0.898 -0.201
C 5.430572 3.369749 3.351190 0.257 0.732 1.682
C 7.486240 2.141413 3.766214 -0.504 -1.018 0.772
N 5.632508 -0.241680 4.601301 1.075 0.183 2.663
C 5.718417 -1.680365 4.673514 0.618 0.093 0.216
C 5.867545 0.278909 5.971205 -0.977 1.213 -1.054
H 2.599651 2.228944 2.084323 -0.429 -0.164 -0.631
H 2.034468 0.501799 2.054393 -0.227 0.069 -0.741
H 3.571204 1.038525 1.162801 -0.126 -0.255 -0.444
H 2.170983 0.380946 4.693833 0.166 0.483 -0.092
H 2.292741 2.175276 4.311298 -0.194 -0.631 -0.328
H 3.495949 1.495132 5.281184 -0.379 -0.756 -0.418
H 6.113585 3.747384 2.651611 0.338 1.309 -1.532
H 4.401007 3.412708 3.025391 -0.112 -0.632 -0.419
H 5.449171 4.073580 4.213706 0.158 -0.382 -0.172
H 7.801306 2.717032 4.654302 -0.075 -0.136 -0.342
H 7.862740 1.109984 3.859918 -0.139 0.378 0.115
H 7.951532 2.547251 2.879822 -0.051 0.370 -0.405
H 5.699839 -2.091970 3.666481 0.034 -0.357 0.262
H 6.610262 -1.965457 5.290103 -0.165 0.160 -1.095
H 4.934956 -2.004091 5.332252 -0.986 -0.742 -0.120
H 6.813003 0.058579 6.438485 0.671 -0.503 -0.396
H 5.105072 -0.045650 6.660261 -0.509 -0.463 0.255
H 5.780884 1.357235 5.934180 0.095 0.266 0.074
C 4.002687 3.208279 -3.884213 -2.451 0.468 -0.110
N 2.771977 3.870421 -3.275734 2.120 1.818 0.486
C 1.465198 3.391933 -3.519166 0.112 -2.182 0.568
P 2.941697 5.520818 -2.948608 -0.748 -0.462 -1.016
O 4.376230 5.678279 -2.658528 0.596 0.813 0.483
N 2.348534 6.503090 -4.215610 -0.368 0.069 1.090
C 2.475489 7.946460 -3.975259 -0.807 -0.176 0.267
C 2.464760 6.194551 -5.609088 1.472 -0.162 -0.095
N 1.902108 5.933610 -1.740275 -0.991 -0.126 0.541
C 2.217265 5.485643 -0.369974 -1.075 -1.196 -0.980
C 0.631853 6.695242 -1.795397 0.901 1.332 0.116
H 3.909950 3.366691 -4.963837 0.462 -0.210 -0.093
H 3.926903 2.147299 -3.674764 0.175 -0.234 0.125
H 4.900227 3.657237 -3.487358 0.037 -0.018 0.061
H 1.315537 3.280557 -4.559955 -0.710 -0.048 -1.429
H 0.762916 4.062994 -3.074379 -0.647 0.407 0.160
H 1.300645 2.372324 -3.073340 0.292 0.982 -0.369
H 2.501805 8.135084 -2.892161 0.296 0.099 -0.493
H 3.382052 8.273934 -4.470049 0.245 0.500 0.084
H 1.589585 8.500857 -4.378218 0.663 -0.469 0.141
H 1.738014 6.662253 -6.243463 -0.764 0.346 -0.006
H 3.443727 6.456430 -6.038274 0.087 0.350 0.201
H 2.434296 5.149961 -5.746812 -0.442 -1.399 -0.205
H 3.099323 5.965228 -0.085793 1.273 0.886 1.137
H 1.326872 5.673413 0.237470 0.535 0.173 0.192
H 2.398026 4.399476 -0.307888 -0.041 0.179 -0.255
H 0.817653 7.823493 -1.708926 -0.200 -1.370 -0.066
H 0.001790 6.424949 -0.934725 0.083 -0.164 -0.581
H 0.140914 6.539184 -2.745115 -0.284 -0.116 -0.159
O -1.550101 -0.953814 -7.792602 -0.010 1.443 0.221
C -2.273053 -1.137435 -6.574845 0.316 -0.066 -0.172
C -2.173204 -2.559688 -6.068840 0.081 1.015 0.523
O -0.920745 -2.790705 -5.434453 1.272 0.113 -0.658
H -1.672360 0.007928 -7.993462 0.356 -1.233 -0.123
H -1.917559 -0.435996 -5.787983 0.006 -0.375 -0.247
H -3.305718 -0.898031 -6.755608 -0.758 0.033 -0.018
H -2.512382 -3.319269 -6.783471 0.570 0.125 -0.140
H -2.886243 -2.562991 -5.258834 -0.449 -0.360 0.453
H -0.118826 -2.497161 -5.978415 -1.281 -0.465 0.367
O 1.187778 -4.098594 -1.473338 -0.387 -0.395 0.865
C -0.220648 -4.289979 -1.652094 -0.311 -0.275 1.061
C -0.420171 -5.300091 -2.726340 0.656 0.078 -0.439
O 0.420437 -4.963906 -3.815346 0.146 -0.243 -0.288
H 1.612547 -4.001160 -2.335725 -0.262 -0.123 -0.209
H -0.679372 -4.729013 -0.716248 0.692 0.815 -0.654
H -0.668164 -3.347941 -1.893763 -0.402 0.761 -0.024
H -1.410133 -5.525981 -3.077318 -0.842 0.446 0.084
H -0.099773 -6.192343 -2.248917 0.816 -1.253 -0.244
H 0.040190 -4.179247 -4.234238 -0.178 -0.026 -0.232
O 6.100002 4.314947 -1.092121 -1.832 -0.381 -0.339
C 5.375208 3.117301 -0.721356 -0.498 1.448 -0.440
C 6.159064 1.914872 -1.173529 0.505 -0.159 2.402
O 5.517146 0.791024 -0.626021 0.068 -1.285 0.951
H 5.395224 4.848420 -1.552321 1.072 0.075 0.148
H 5.225958 3.152094 0.360544 0.356 -0.474 0.263
H 4.283976 3.097737 -1.096263 1.612 0.029 -0.044
H 7.230109 1.974353 -0.822825 -0.928 0.172 -0.373
H 6.153991 1.765609 -2.211724 0.045 0.201 -1.595
H 5.830984 0.595541 0.295610 -0.425 0.168 -0.745
O 2.997787 -1.768230 -2.722090 0.511 0.425 -0.479
C 3.484771 -1.926110 -1.394919 2.032 -2.260 -1.702
C 2.770709 -1.232555 -0.347315 -1.068 1.354 0.403
O 1.499877 -1.799577 -0.110847 -0.851 0.124 0.306
H 2.054096 -1.686325 -2.774461 -1.063 0.073 0.296
H 3.504536 -3.037226 -1.236530 0.028 0.710 0.462
H 4.538641 -1.621869 -1.482171 -0.355 0.141 0.455
H 2.641470 -0.181810 -0.640663 -0.145 -0.177 -0.040
H 3.253317 -1.164878 0.595523 1.182 -0.322 0.720
H 1.490704 -2.748428 -0.310894 0.087 -0.127 -0.359
O -0.053437 -1.142880 -3.225405 -0.261 -1.953 -0.673
C -0.510408 0.103445 -2.896833 -0.147 2.965 -1.040
C 0.215808 0.708553 -1.706758 -1.086 0.416 -0.410
O -0.250185 0.087913 -0.517452 0.811 0.154 -0.375
H -0.483171 -1.367636 -4.083016 0.526 -0.511 0.705
H -0.282889 0.749348 -3.789919 -0.256 0.081 0.589
H -1.624076 0.196891 -2.750439 0.853 -0.367 0.187
H -0.095459 1.783983 -1.725199 0.323 -0.726 0.488
H 1.322284 0.664977 -1.865086 -0.752 -0.109 0.277
H 0.309576 -0.725272 -0.450913 -0.362 0.094 0.476
O 1.382388 -2.181902 -6.836070 -0.457 -0.476 -0.809
C 2.540839 -1.380782 -6.648539 -0.280 -0.029 1.836
C 2.114601 -0.167074 -5.859157 -1.311 0.204 0.929
O 1.080316 0.510550 -6.601000 0.049 -0.428 -0.015
H 1.623789 -2.997961 -7.299123 -0.110 0.332 0.106
H 3.228778 -2.029611 -6.120024 0.700 0.420 0.144
H 2.948024 -0.930853 -7.523017 0.280 -0.365 -1.296
H 2.945928 0.506985 -5.743451 0.369 0.336 -0.145
H 1.716798 -0.331636 -4.825816 0.474 -0.478 -0.734
H 0.462665 -0.188288 -6.893162 0.241 0.393 0.003